{"formula": "C6H16N2", "method": "ωB97M-V with the def2-TZVPD basis set", "elements": ["C", "C", "C", "C", "N", "N", "H", "H", "H", "H", "H", "H", "H", "H", "H", "H", "C", "C", "H", "H", "H", "H", "H", "H"], "xyz": [[0.39393, -1.92693, -0.83067], [-0.37770, 0.12140, -2.03513], [-0.94724, -0.11530, 0.44892], [0.07759, -0.43710, -0.68807], [-2.22227, 0.30335, -0.09022], [-1.14844, -1.17139, 1.43687], [-2.82043, 0.59960, 0.67318], [-2.68138, -0.47866, -0.54447], [-0.29325, -1.36700, 1.94361], [-1.45207, -2.02902, 0.98645], [-0.49904, -2.49683, -1.09046], [0.82194, -2.33754, 0.08253], [1.12015, -2.06454, -1.62856], [-0.68456, 1.15687, -1.92863], [0.43847, 0.06481, -2.75259], [-1.21761, -0.44477, -2.42775], [1.39771, 2.11192, 1.77518], [2.27740, 1.81881, 0.83939], [2.31207, 2.35150, -0.09711], [3.01144, 1.03959, 0.96891], [1.36573, 1.58533, 2.71511], [0.67338, 2.89997, 1.64877], [-0.55588, 0.74768, 1.00704], [1.01003, 0.06825, -0.41230]], "forces_ev_per_angstrom": [[0.0, 0.3, 0.1], [0.4, 0.2, 0.2], [0.2, 0.2, 0.1], [-0.2, -0.1, 0.0], [-0.2, 0.1, -0.1], [0.0, 0.0, 0.3], [0.0, -0.1, 0.0], [-0.1, 0.0, 0.0], [0.0, -0.1, 0.0], [0.1, 0.0, 0.1], [0.0, -0.1, 0.0], [0.0, -0.1, 0.0], [0.1, -0.1, -0.1], [-0.1, 0.1, -0.1], [0.1, 0.0, -0.1], [-0.1, 0.0, -0.1], [-0.1, 0.1, 0.2], [0.2, 0.0, -0.1], [0.0, 0.1, -0.2], [0.1, -0.2, 0.1], [0.0, -0.1, 0.2], [-0.1, 0.1, -0.1], [-0.1, -0.2, -0.2], [-0.1, -0.1, 0.0]], "mulliken_charge": [-1.72, -1.59, 0.05, 1.46, -0.60, -0.73, 0.27, 0.22, 0.24, 0.28, 0.34, 0.37, 0.46, 0.38, 0.45, 0.33, -0.51, -0.50, 0.24, 0.27, 0.26, 0.28, 0.07, -0.30], "smiles": "CC(C)C(N)N.C=C", "orbital_gap_ev": 9.969, "lumo_ev": 0.947, "e_homo_ev": -9.02}

{"formula": "C6H16N2", "method": "ωB97M-V with the def2-TZVPD basis set", "elements": ["N", "C", "C", "N", "C", "C", "C", "C", "H", "H", "H", "H", "H", "H", "H", "H", "H", "H", "H", "H", "H", "H", "H", "H"], "xyz": [[-1.07395, 3.07759, -0.51013], [-1.26874, 1.54095, -0.66434], [0.09857, 0.91880, -0.15596], [-0.10192, -0.52678, -0.53179], [0.65430, -0.90495, -1.87467], [-0.46263, -1.16111, 1.96144], [0.22863, -1.58682, 0.66354], [1.76998, -1.57808, 0.96080], [-1.84618, 3.75752, -0.75640], [-0.77917, 3.41224, 0.37731], [-1.44078, 1.36051, -1.81451], [-2.07368, 0.98041, -0.06684], [0.17227, 1.19030, 0.88531], [1.04141, 1.40233, -0.56712], [1.73918, -1.10266, -1.68478], [0.11037, -1.75443, -2.16654], [0.56945, -0.09628, -2.64113], [-0.40462, -1.91669, 2.86881], [-1.48910, -0.92857, 1.91407], [-0.15008, -0.17187, 2.31352], [0.01597, -2.53716, 0.16824], [2.23416, -0.70564, 1.51360], [2.42077, -1.61049, 0.12255], [1.99038, -2.50794, 1.48254]], "forces_ev_per_angstrom": [[-1.9, -0.3, -1.4], [1.0, 1.7, -0.6], [-0.9, -0.2, -2.2], [1.9, -0.8, 0.9], [-0.1, 1.9, 2.8], [0.1, -1.2, 1.7], [2.0, 3.1, -1.8], [-0.1, 0.2, 0.9], [0.8, -1.8, 0.0], [0.4, -0.4, 1.0], [0.4, 0.2, 2.4], [0.9, 1.2, -0.8], [-0.2, -0.7, 0.6], [-1.2, -0.6, -0.2], [-0.9, 0.0, -0.3], [-0.3, -1.3, -0.8], [-0.2, -0.5, 0.9], [0.4, 1.4, -2.0], [-1.7, -0.4, -0.8], [0.9, -0.5, 0.0], [-0.5, 0.0, 0.7], [-1.3, -0.8, -0.1], [0.1, -0.3, -1.3], [0.2, 0.1, 0.5]], "mulliken_charge": [-0.56, -0.17, -0.79, 0.00, -1.11, -1.36, 0.34, -1.28, 0.21, 0.17, 0.23, 0.16, 0.38, 0.31, 0.30, 0.41, 0.33, 0.29, 0.46, 0.30, 0.32, 0.23, 0.42, 0.41], "smiles": "CC(C)N(C)CCN", "orbital_gap_ev": 9.419, "lumo_ev": 1.109, "e_homo_ev": -8.31}

{"formula": "C6H16N2", "method": "ωB97M-V with the def2-TZVPD basis set", "elements": ["C", "C", "C", "N", "H", "H", "H", "H", "H", "H", "H", "H", "H", "C", "C", "C", "N", "H", "H", "H", "H", "H", "H", "H"], "xyz": [[-1.05323, 1.17820, 1.25106], [-0.66466, -0.66727, 1.22686], [-1.79160, -1.41692, 0.54757], [0.00114, 2.03731, 1.45327], [0.96781, 1.69654, 0.70207], [0.29987, 1.99867, 2.42514], [-1.80800, 1.15897, 2.03793], [-1.49886, 1.29027, 0.26535], [-0.70669, -0.79136, 2.31060], [0.31207, -1.06118, 0.95911], [-2.76382, -1.00851, 0.83400], [-1.72252, -1.34493, -0.54021], [-1.79995, -2.47801, 0.81335], [1.62703, -1.20495, -1.24933], [0.14318, 0.76956, -1.87548], [1.18517, 0.19851, -0.96681], [1.81127, 1.01116, -0.17318], [2.58326, 0.59655, 0.34143], [2.04866, -1.25976, -2.25478], [0.77483, -1.88268, -1.21430], [2.37656, -1.55307, -0.54051], [-0.16181, 1.75737, -1.53992], [-0.72633, 0.11719, -1.93326], [0.56662, 0.85834, -2.87997]], "forces_ev_per_angstrom": [[0.3, -3.8, -0.9], [-1.1, 2.2, 1.1], [0.0, 0.0, 0.1], [3.0, 0.1, -0.9], [-2.7, 1.4, 1.9], [0.1, 0.1, -0.1], [-0.1, 0.1, -0.1], [-0.3, 0.2, 0.0], [-0.1, -0.3, 0.1], [0.1, 0.5, -0.3], [0.0, 0.0, 0.0], [0.0, 0.0, 0.0], [0.0, 0.0, -0.1], [0.0, 0.0, 0.2], [-0.2, 0.0, 0.3], [1.6, 1.1, -0.1], [-0.3, -1.1, -1.0], [0.0, -0.3, -0.1], [0.0, 0.0, 0.0], [-0.1, 0.0, 0.0], [0.0, 0.1, 0.0], [0.0, 0.0, 0.0], [0.0, 0.0, -0.1], [0.0, -0.1, 0.0]], "mulliken_charge": [-0.85, -0.42, -1.03, -0.73, 0.42, 0.25, 0.47, 0.33, 0.42, 0.25, 0.35, 0.17, 0.33, -1.24, -1.41, 0.86, -0.52, 0.24, 0.37, 0.32, 0.36, 0.38, 0.25, 0.41], "smiles": "CC(C)=N.CCCN", "orbital_gap_ev": 8.097, "lumo_ev": 0.761, "e_homo_ev": -7.34}

{"formula": "C6H16N2", "method": "ωB97M-V with the def2-TZVPD basis set", "elements": ["C", "C", "C", "C", "C", "C", "N", "N", "H", "H", "H", "H", "H", "H", "H", "H", "H", "H", "H", "H", "H", "H", "H", "H"], "xyz": [[-0.59229, -0.20260, -0.69422], [0.13810, 0.50816, 1.60808], [0.86587, 1.73072, -0.40452], [0.50509, -1.08654, -1.30839], [-1.64396, -1.08375, -0.00701], [1.34513, -0.37696, 1.92875], [-0.13874, 0.85836, 0.16466], [-1.22889, 0.54151, -1.87021], [-1.81801, 1.30550, -1.55475], [-1.83247, -0.07027, -2.40944], [0.27764, 1.48245, 2.08539], [-0.76112, 0.07180, 2.04479], [1.89992, 1.38686, -0.27535], [0.69032, 1.85116, -1.47050], [0.77966, 2.70760, 0.07302], [-2.39853, -0.46607, 0.47567], [-2.13382, -1.69656, -0.76269], [0.04794, -1.81626, -1.97322], [1.19507, -0.48547, -1.89260], [1.05341, -1.62554, -0.54219], [-1.19737, -1.75286, 0.72348], [2.24034, -0.00683, 1.43433], [1.52737, -0.36670, 3.00235], [1.17933, -1.40773, 1.62458]], "forces_ev_per_angstrom": [[-1.0, 0.4, -1.5], [-0.2, 0.6, -1.0], [0.2, 0.2, 0.1], [-0.2, 0.2, 0.1], [0.2, 0.2, -0.1], [-0.2, 0.2, -0.2], [0.3, -0.5, 1.8], [0.3, -0.6, 0.4], [0.1, -0.1, 0.4], [0.2, -0.1, 0.0], [0.0, -0.1, 0.1], [0.0, 0.1, -0.1], [0.0, -0.1, 0.0], [-0.1, 0.0, 0.0], [0.1, 0.1, 0.0], [0.0, 0.0, 0.1], [0.0, 0.0, 0.0], [0.0, -0.1, -0.1], [0.1, 0.1, 0.0], [0.1, -0.1, 0.1], [0.0, -0.1, 0.2], [0.1, 0.0, 0.0], [0.0, 0.0, 0.1], [0.0, -0.1, 0.0]], "mulliken_charge": [1.50, -0.66, -1.25, -1.46, -2.01, -1.01, 0.01, -0.70, 0.27, 0.26, 0.47, 0.31, 0.33, 0.45, 0.35, 0.41, 0.48, 0.41, 0.36, 0.26, 0.35, 0.27, 0.41, 0.21], "smiles": "CCN(C)C(C)(C)N", "orbital_gap_ev": 9.316, "lumo_ev": 1.044, "e_homo_ev": -8.27}

{"formula": "C6H16N2", "method": "ωB97M-V with the def2-TZVPD basis set", "elements": ["C", "C", "C", "C", "C", "C", "N", "N", "H", "H", "H", "H", "H", "H", "H", "H", "H", "H", "H", "H", "H", "H", "H", "H"], "xyz": [[0.64618, 0.42664, -0.56609], [1.60401, -0.36930, 0.32528], [1.01533, -0.81787, 1.74016], [-1.17865, -0.57400, -1.87141], [-1.76015, 0.56416, 0.14311], [0.67974, 1.92007, -0.23705], [-0.72995, -0.18915, -0.54699], [0.01801, -1.85131, 1.65508], [1.00879, 0.31274, -1.58950], [-0.65791, -1.54895, 0.88765], [0.45280, -2.71594, 1.34277], [1.88665, -1.28777, -0.18745], [2.51412, 0.20920, 0.49297], [1.85031, -1.16588, 2.35451], [0.56253, 0.06000, 2.20649], [-1.40039, 0.85943, 1.12434], [-2.09619, 1.45016, -0.41179], [-2.12697, -1.10986, -1.78765], [-0.44798, -1.24296, -2.32714], [-1.32988, 0.28710, -2.54126], [-2.62660, -0.08150, 0.28806], [0.52534, 2.09394, 0.83215], [1.65886, 2.31358, -0.51210], [-0.06800, 2.45746, -0.81414]], "forces_ev_per_angstrom": [[-0.4, -0.3, 0.2], [-0.5, -0.5, 1.2], [0.7, 0.8, -1.4], [0.0, 0.0, 0.1], [0.1, -0.1, 0.0], [0.0, -0.3, 0.0], [0.4, 0.4, -0.4], [-1.4, -0.1, -1.0], [0.0, 0.1, -0.1], [1.2, -0.8, 1.2], [-0.1, 0.1, 0.0], [0.1, -0.1, -0.1], [0.1, 0.1, -0.1], [-0.1, 0.2, 0.1], [0.1, 0.0, 0.2], [-0.1, 0.1, 0.1], [0.0, 0.1, 0.1], [0.0, 0.0, -0.1], [0.0, 0.0, 0.0], [0.0, 0.0, 0.0], [-0.1, 0.0, 0.0], [0.0, 0.1, -0.2], [0.0, 0.0, 0.1], [-0.1, 0.2, 0.0]], "mulliken_charge": [0.27, -0.75, -0.81, -1.15, -1.15, -1.50, 0.09, -0.69, 0.33, 0.39, 0.26, 0.35, 0.38, 0.39, 0.31, 0.33, 0.41, 0.34, 0.35, 0.32, 0.38, 0.30, 0.43, 0.41], "smiles": "C[C@@H](CCN)N(C)C", "orbital_gap_ev": 9.093, "lumo_ev": 0.975, "e_homo_ev": -8.12}

{"formula": "C6H16N2", "method": "ωB97M-V with the def2-TZVPD basis set", "elements": ["C", "C", "C", "N", "C", "C", "C", "N", "H", "H", "H", "H", "H", "H", "H", "H", "H", "H", "H", "H", "H", "H", "H", "H"], "xyz": [[-1.45808, 1.28811, 0.53890], [-2.81329, 1.63150, 1.10613], [-1.17844, -0.19548, -0.13616], [-0.34210, -0.92934, 0.90068], [1.33309, -2.16820, -0.41752], [1.03880, -0.82384, 0.36960], [1.45468, 0.32479, -0.63961], [2.90227, 0.18462, -0.84267], [-1.20614, 1.87623, -0.40993], [-0.57083, 1.27470, 1.12367], [-3.20593, 2.63997, 0.58024], [-3.63613, 1.11929, 0.67627], [-2.94024, 1.60818, 2.21974], [-0.89540, -0.42003, -1.16759], [-2.26329, -0.61456, -0.11355], [-0.49718, -0.62096, 1.77757], [1.08982, -2.07744, -1.48424], [2.25865, -2.47202, -0.32458], [0.58819, -2.93315, -0.10910], [1.83285, -0.87687, 1.20241], [0.93068, 0.28851, -1.60704], [1.13981, 1.44694, -0.49205], [3.03044, -0.54811, -1.45141], [3.40778, 0.99717, -1.29976]], "forces_ev_per_angstrom": [[1.1, -0.7, -3.5], [-0.9, 2.5, -0.5], [-4.3, -2.4, 2.6], [1.4, 2.3, -7.8], [-6.3, 1.2, -0.8], [2.4, -1.8, 0.9], [-0.3, 2.9, -0.9], [-0.2, 2.9, 1.0], [-0.4, -0.2, 1.5], [0.3, 1.4, 1.2], [1.5, -1.5, 1.9], [-0.5, -1.7, -0.3], [0.3, 0.3, -1.2], [0.6, 0.6, 0.5], [1.6, 0.3, 0.2], [-0.8, 0.6, 4.1], [0.2, 0.4, 0.1], [4.7, -1.5, 0.8], [0.9, 0.2, 0.2], [-1.5, 0.6, -0.9], [-0.1, -1.2, 0.1], [1.0, -2.0, 1.2], [0.6, -2.1, -1.6], [-1.3, -1.0, 1.1]], "mulliken_charge": [-0.50, -1.19, -0.43, -0.07, -1.62, 0.31, -0.58, -0.62, 0.27, 0.48, 0.30, 0.38, 0.31, 0.41, 0.40, 0.32, 0.36, 0.56, 0.37, 0.34, 0.35, 0.33, 0.21, 0.29], "total_charge": 1, "orbital_gap_ev": [10.942, 5.723], "lumo_ev": [-2.616, -7.708], "e_homo_ev": [-13.56, -13.43], "spin_multiplicity": 2}

What did we get for maximum force? Answer: 0.443; 4.087; 3.883; 1.889; 1.915; 8.264 eV Å⁻¹, in the order shown.
What did we get for E_tot? Answer: -347.6762; -347.6169; -347.6244; -347.7024; -347.6873; -347.2889 Eh, in the order shown.